{
  "formula": "C33H58BCeFN6O4P2Se4",
  "method": "wB97M-V/def2-TZVPD",
  "species": ["Ce", "C", "C", "C", "C", "P", "C", "N", "B", "N", "C", "P", "C", "C", "C", "C", "C", "C", "C", "C", "C", "C", "C", "C", "C", "C", "C", "C", "C", "C", "H", "H", "H", "H", "H", "H", "H", "H", "H", "H", "H", "H", "H", "H", "H", "H", "H", "H", "H", "H", "H", "H", "H", "H", "H", "H", "H", "H", "H", "H", "H", "H", "H", "H", "H", "H", "H", "H", "H", "H", "H", "H", "H", "H", "N", "C", "C", "O", "N", "C", "C", "O", "O", "H", "H", "H", "H", "H", "H", "Se", "Se", "Se", "Se", "F", "N", "C", "N", "C", "C", "O", "C", "C", "H", "H", "H", "H", "H", "H", "H", "H"],
  "positions_angstrom": [[2.549076, -0.563693, -0.982346], [3.160932, 3.841182, 3.701583], [2.951684, 2.396321, 4.128561], [2.941845, 2.267525, 5.671726], [4.128626, 1.600421, 3.575774], [1.470413, 1.578035, 3.336552], [1.771762, 2.358922, 1.687589], [0.691887, 2.145903, 0.661345], [0.631426, 1.160765, -0.389547], [-0.461374, 1.674975, -1.240797], [-1.235713, 0.986181, -2.279628], [-2.396432, -0.412900, -1.956057], [-3.782603, 0.503731, -1.052071], [-4.565847, 1.632049, -1.743675], [-3.162130, 1.082465, 0.265629], [-4.833831, -0.571962, -0.681784], [-2.810833, -0.560449, -3.808594], [-2.913603, 0.686066, -4.716093], [-1.672693, -1.456609, -4.363800], [-4.108555, -1.409024, -3.996668], [-0.606969, 2.997790, -0.994994], [-1.189255, 4.024444, -1.729588], [-0.987835, 5.351845, -1.345430], [-0.393000, 5.654065, -0.133999], [0.143342, 4.633107, 0.673313], [0.098753, 3.303216, 0.222887], [-0.137037, 2.290956, 4.180162], [-1.350684, 1.882107, 3.388131], [-0.187332, 1.596664, 5.524878], [-0.177933, 3.784179, 4.430295], [3.785137, 4.362183, 4.452481], [2.272771, 4.437406, 3.555186], [3.708475, 3.909608, 2.761193], [3.945112, 2.508700, 6.055703], [2.599908, 1.289070, 5.910576], [2.318312, 2.990791, 6.094071], [5.015470, 1.958163, 4.077624], [4.268710, 1.514180, 2.513668], [4.139435, 0.539829, 3.910987], [2.633969, 1.900387, 1.245816], [1.987710, 3.408112, 1.758181], [-0.542291, 0.564058, -3.035042], [-1.790976, 1.772181, -2.811078], [-3.996566, 2.211426, -2.451802], [-5.000568, 2.325920, -1.025827], [-5.424847, 1.238946, -2.338107], [-2.862452, 2.102454, 0.096606], [-2.314564, 0.540547, 0.665548], [-3.993657, 1.062069, 0.992815], [-5.296108, -1.092519, -1.550096], [-5.603593, -0.044353, -0.195592], [-4.527927, -1.396939, -0.070538], [-1.972447, 1.210937, -4.866183], [-3.623318, 1.415156, -4.352921], [-3.165132, 0.310556, -5.664200], [-0.672026, -1.062946, -4.086524], [-1.660796, -1.600113, -5.404809], [-1.649617, -2.440301, -3.856806], [-4.958083, -0.950469, -3.551042], [-3.976832, -2.377287, -3.490482], [-4.343433, -1.630008, -5.028038], [-1.823752, 3.822258, -2.613653], [-1.285588, 6.184500, -1.931851], [-0.324380, 6.697339, 0.101259], [0.570805, 4.884969, 1.627045], [-1.374184, 0.821937, 3.180412], [-1.470374, 2.473431, 2.462727], [-2.298985, 2.127390, 3.886472], [0.085282, 0.538800, 5.382209], [-1.232592, 1.643429, 5.864478], [0.437380, 2.002571, 6.322777], [-0.193604, 4.345290, 3.487284], [0.731977, 4.044765, 5.056003], [-1.026862, 3.970866, 5.054996], [-0.409955, -1.841577, 0.650098], [0.017314, -3.088977, -0.009217], [1.352201, -3.474669, 0.580191], [1.468108, -4.497209, 1.336977], [2.369396, -2.674934, 0.206687], [3.568126, -2.816236, 1.111486], [4.043739, -1.427597, 1.620011], [4.826061, -1.378743, 2.525888], [3.486501, -0.425361, 1.032570], [-0.221803, -0.985052, 0.085488], [0.175737, -1.817877, 1.473217], [0.082361, -2.869691, -1.068190], [-0.711269, -3.947202, 0.045106], [4.385255, -3.345113, 0.576420], [3.311560, -3.422082, 1.938801], [2.709731, 2.530170, -2.373530], [4.715531, 1.926993, -1.277039], [4.755378, 0.173758, -2.932028], [5.370004, -1.624229, -1.703066], [0.722522, -1.066850, -2.242620], [2.885659, -3.425410, -3.028201], [2.238092, -4.361907, -2.936153], [1.411897, -5.430496, -2.952158], [1.682503, -6.619011, -2.179114], [0.580111, -6.903234, -1.243605], [-0.675386, -6.818616, -1.980232], [-0.924977, -5.562607, -2.596464], [0.132285, -5.287856, -3.625961], [2.644857, -6.386304, -1.707450], [1.876424, -7.483175, -2.874558], [0.606188, -6.137586, -0.445379], [0.552104, -7.918669, -0.812124], [-1.028282, -4.720509, -1.877657], [-1.909194, -5.691973, -3.006252], [0.048566, -4.266401, -4.013366], [0.201697, -5.907367, -4.523445]],
  "forces_ev_per_a": [[-0.7, -0.1, -1.2], [0.8, 0.8, 0.3], [-0.1, 0.0, -0.1], [1.3, 0.1, -1.7], [0.4, -1.7, 1.5], [-0.6, -0.5, 0.1], [-1.7, -0.6, -1.2], [1.5, 1.2, 1.5], [-0.4, -0.4, 0.0], [-0.1, -2.0, -0.3], [1.1, 1.1, -0.9], [0.0, 0.7, 0.0], [-0.1, -0.7, 0.1], [-0.7, -0.6, -0.7], [-1.1, -0.5, -0.5], [0.2, -0.5, -1.4], [-0.4, -1.0, -0.8], [0.8, 0.0, 1.4], [1.3, 0.1, 2.5], [1.0, -0.3, 0.8], [0.0, 1.4, 0.9], [-0.6, -0.2, -0.7], [0.1, -0.6, 1.0], [0.2, -0.8, -0.3], [-0.4, -0.5, -0.4], [-1.0, 1.2, -1.1], [1.2, 0.5, -0.3], [-0.8, 0.6, -0.9], [-0.5, -1.0, 0.3], [1.9, 0.0, 0.3], [-0.2, -0.1, -0.2], [-0.4, 0.1, 0.2], [0.1, -0.1, 0.0], [-0.1, -0.5, -0.1], [0.0, -0.9, 0.6], [-1.3, 1.1, 0.7], [0.7, 0.6, -0.2], [-0.1, 0.4, -0.5], [-0.5, 0.5, -0.2], [0.7, -0.4, 0.2], [-0.2, 0.3, -0.1], [-0.2, 0.3, 0.5], [0.0, -0.2, 0.2], [0.5, 0.3, 0.0], [0.0, 0.0, 0.3], [0.5, 0.0, 0.4], [0.2, 0.4, 0.0], [0.1, -0.3, 0.0], [0.4, 0.2, 0.0], [0.3, 0.7, 0.2], [-1.3, 0.5, 0.9], [0.8, -0.2, 0.7], [0.2, -0.1, 0.3], [-0.4, 0.1, -0.1], [-0.8, -0.3, -1.5], [-0.5, 0.0, -0.3], [-0.4, -0.1, -1.6], [-0.4, 0.3, -0.3], [-0.8, 0.6, 0.3], [0.0, 0.2, 0.0], [0.2, 0.1, -0.5], [0.7, 0.0, 0.4], [-0.6, 0.4, -0.7], [0.3, 0.3, 0.5], [0.3, 0.1, 0.1], [0.1, -0.3, -0.3], [0.5, -0.5, 0.0], [0.2, -0.1, 0.6], [-0.2, 0.2, 0.3], [0.2, -0.1, 0.1], [0.0, 0.1, -0.3], [-0.1, 0.1, 0.5], [-1.0, 0.1, -0.9], [-0.8, 0.5, 0.2], [-0.3, -0.1, 0.0], [-0.8, -0.1, -0.5], [1.2, -1.8, -0.1], [-0.6, 1.5, -1.0], [0.5, 0.0, 1.4], [-0.2, 0.7, -1.9], [-1.0, -1.8, -0.9], [1.2, 0.3, 1.2], [-0.3, 0.9, -0.3], [0.0, -1.0, 0.4], [-0.2, 0.8, 0.3], [0.4, 0.0, -0.3], [0.5, 0.9, 0.7], [-0.2, 0.5, 0.3], [-0.3, -0.6, 1.0], [-0.1, 0.1, 0.6], [-0.6, -0.3, -0.7], [0.1, 0.3, 0.1], [0.2, -0.5, 0.4], [1.2, 0.0, 0.5], [0.8, 1.3, -0.2], [-1.5, -2.1, 0.0], [0.7, 1.5, -0.1], [2.0, -0.6, -1.3], [-1.7, 0.5, 0.6], [0.4, -0.2, 0.7], [-0.4, -0.4, 0.3], [0.6, 0.8, -0.3], [-0.3, -0.4, 0.4], [-0.3, 0.6, 0.4], [-0.2, -0.4, 0.0], [0.4, 0.5, -0.2], [0.5, -0.5, -0.2], [-0.5, 0.0, -0.6], [0.0, 0.0, 0.3], [-0.8, -0.5, 0.2]],
  "lowdin_charge": [0.333, -0.115, -0.704, -0.096, -0.125, 1.167, -0.275, 0.010, -0.519, -0.006, -0.302, 1.150, -0.671, -0.095, -0.085, -0.135, -0.656, -0.092, -0.128, -0.112, -0.236, -0.030, -0.133, -0.123, -0.023, -0.199, -0.714, -0.122, -0.146, -0.094, 0.087, 0.048, 0.082, 0.086, 0.063, 0.031, 0.077, 0.062, 0.083, 0.047, 0.054, 0.079, 0.058, 0.042, 0.076, 0.081, 0.064, 0.058, 0.085, 0.061, 0.050, 0.068, 0.080, 0.058, 0.053, 0.064, 0.059, 0.066, 0.032, 0.076, 0.069, 0.102, 0.073, 0.078, 0.071, 0.076, 0.074, 0.081, 0.073, 0.079, 0.059, 0.064, 0.080, 0.066, 0.035, -0.228, -0.537, -0.069, -0.080, -0.124, -0.647, 0.058, -0.254, -0.001, 0.064, 0.070, 0.106, 0.105, 0.088, 0.054, 0.046, -0.019, 0.069, -0.496, 0.191, -0.246, -0.101, -0.155, -0.158, -0.145, -0.191, -0.122, 0.138, 0.132, 0.115, 0.131, 0.112, 0.114, 0.123, 0.124],
  "charge": -2,
  "e_tot_ha": -12810.1949,
  "e_homo_ev": -1.90,
  "lumo_ev": 3.96,
  "gap_ev": 5.865
}